The following is a quantum chemistry calculation of a single C15H22N2O2 molecule in a non-equilibrium geometry, from the Open Molecules 2025 dataset.

ORCA input file:
```
! wB97M-V def2-TZVPD RIJCOSX def2/J DEFGRID3
* xyz 0 1
C -1.48681 -0.62100 -2.97299
N -0.96280 0.04766 -1.80022
C -1.54437 -0.45724 -0.56802
C -1.00660 -1.84535 -0.21981
C -1.45001 -2.33592 1.15933
C -1.00964 -1.46896 2.33995
C 0.51289 -1.27898 2.40223
C 0.85600 -0.51536 3.65294
O 1.00917 0.68378 3.68035
C 0.95954 -1.31200 4.89911
N 0.92082 -2.57641 4.84409
O 1.02974 -3.24422 6.04065
C -1.10982 1.49048 -1.92581
C -0.23790 2.03192 -3.02674
C -0.72818 2.93766 -3.95624
C 0.09417 3.43817 -4.95156
C 1.41441 3.03196 -5.03066
C 1.91015 2.12437 -4.10860
C 1.09010 1.63049 -3.11157
H -1.23273 -1.67787 -2.93859
H -2.58188 -0.52270 -3.05694
H -1.03044 -0.18808 -3.86142
H -2.64860 -0.48840 -0.61777
H -1.26541 0.23657 0.22719
H -1.35835 -2.56953 -0.95632
H 0.08137 -1.81902 -0.28151
H -1.05727 -3.34508 1.30383
H -2.54082 -2.40097 1.17655
H -1.49030 -0.49096 2.29006
H -1.34192 -1.95241 3.26133
H 0.84685 -0.70172 1.54067
H 0.99759 -2.25379 2.42010
H 1.08386 -0.75850 5.82904
H 0.99628 -4.18572 5.81258
H -2.16115 1.78342 -2.10184
H -0.79124 1.94437 -0.98101
H -1.76023 3.25574 -3.90163
H -0.29899 4.14438 -5.66857
H 2.05521 3.42033 -5.80875
H 2.94035 1.80403 -4.16719
H 1.46417 0.91869 -2.39177
*
```

Results
frontier orbital gap: 0.3253 Eh
maximum force: 1.2 eV Å⁻¹
energy relative to the best compared isomer or geometry (same formula, charge and spin): 67.57 kcal/mol
DFT total energy: -844.6939 Eh